(1)
DFT (ωB97M-V/def2-TZVPD) results for a structure of composition C30H23ClN2O6PSc in a non-equilibrium geometry.

Geometry as ORCA input:
```
! RIJCOSX wB97M-V def2-TZVPD def2/J DEFGRID3
* xyz 0 1
C 2.120 1.976 0.594
C 2.091 0.678 0.001
C 1.561 0.812 -1.328
H 2.441 -0.240 0.463
C 1.198 2.190 -1.520
C 1.544 2.896 -0.331
H 1.463 3.974 -0.203
H 2.554 2.229 1.561
H 1.486 0.019 -2.069
H 0.794 2.647 -2.421
Sc -0.217 1.296 0.178
Cl -2.115 0.705 -1.035
P -0.373 -2.307 -0.770
C -0.178 -2.815 -2.539
C 0.543 -3.942 -2.970
H 1.076 -4.564 -2.250
C 0.578 -4.285 -4.328
H 1.127 -5.173 -4.644
C -0.100 -3.503 -5.270
H -0.092 -3.786 -6.326
C -0.793 -2.362 -4.849
H -1.322 -1.748 -5.582
C -0.824 -2.010 -3.498
H -1.354 -1.118 -3.161
C 0.827 -3.491 -0.013
C 2.177 -3.092 -0.011
H 2.454 -2.141 -0.468
C 3.158 -3.911 0.553
H 4.197 -3.584 0.554
C 2.808 -5.152 1.103
H 3.583 -5.800 1.523
C 1.474 -5.557 1.097
H 1.192 -6.530 1.510
C 0.480 -4.729 0.556
H -0.559 -5.057 0.572
C -1.948 -3.195 -0.394
C -2.559 -4.132 -1.243
H -2.122 -4.362 -2.217
C -3.731 -4.788 -0.846
H -4.184 -5.527 -1.510
C -4.310 -4.508 0.395
H -5.213 -5.035 0.712
C -3.722 -3.551 1.231
H -4.172 -3.325 2.200
C -2.560 -2.888 0.837
H -2.108 -2.127 1.476
O -2.059 3.261 3.151
C -1.186 3.531 2.343
O -0.692 2.716 1.425
C -0.565 4.915 2.384
C -0.193 5.625 1.226
C 0.452 6.874 1.332
C 0.703 7.461 2.570
C 0.249 6.797 3.715
C -0.410 5.551 3.627
N 0.557 7.351 4.998
O 1.170 8.441 5.042
O 0.220 6.717 6.018
N 0.968 7.487 0.143
O 0.894 6.851 -0.931
O 1.491 8.615 0.229
H -0.402 5.230 0.234
H 1.236 8.408 2.648
H -0.801 5.082 4.523
*
```

Results
Frontier orbital gap   7.26 eV
HOMO   -8.77 eV
Electronic energy   -3280.183197 hartree

These are the natural (NBO) partial charges, in e, on atoms 1 to 6: number 1, C, carries -0.3139; number 2, C, carries -0.3873; number 3, C, carries -0.3597; number 4, H, carries 0.2487; number 5, C, carries -0.3452; number 6, C, carries -0.3141

(2)
DFT (ωB97M-V/def2-TZVPD) results for a structure of composition C30H23N5ORhS4.

Geometry as ORCA input:
```
! RIJCOSX wB97M-V def2-TZVPD def2/J DEFGRID3
* xyz -1 1
Rh 0.038 -1.407 0.293
C -0.146 2.795 -0.711
C 0.357 1.394 -0.518
N -0.259 0.576 0.272
N -1.165 1.122 1.185
C -1.240 0.423 2.259
S -0.448 -1.078 2.573
S -2.242 1.089 3.574
C -1.057 2.246 4.336
C -0.554 3.371 3.480
C -1.395 4.410 3.096
C -0.917 5.458 2.327
C 0.416 5.485 1.936
C 1.260 4.451 2.310
C 0.774 3.396 3.069
C 1.600 0.988 -1.172
C 2.095 1.777 -2.222
C 3.340 1.582 -2.775
C 4.158 0.584 -2.237
C 3.714 -0.204 -1.206
C 2.410 -0.076 -0.663
O 2.059 -0.923 0.257
H -0.963 3.011 -0.031
H -0.508 2.880 -1.739
H 0.650 3.524 -0.576
H -0.223 1.666 4.732
H -1.621 2.638 5.185
H -2.438 4.385 3.391
H -1.585 6.257 2.029
H 0.791 6.304 1.335
H 2.298 4.456 2.000
H 1.430 2.577 3.343
H 1.471 2.567 -2.618
H 3.679 2.197 -3.598
H 5.150 0.421 -2.644
H 4.331 -0.995 -0.797
S 0.086 -1.696 -2.093
C -1.443 -0.925 -2.437
C -1.654 -0.268 -3.645
C -2.877 0.328 -3.940
C -3.047 1.005 -5.193
N -3.159 1.549 -6.201
C -3.917 0.272 -3.003
C -3.709 -0.375 -1.787
C -2.493 -0.978 -1.491
S -2.268 -1.809 0.037
C -5.186 0.884 -3.272
N -6.210 1.361 -3.487
H -0.848 -0.214 -4.365
H -4.505 -0.397 -1.054
C 1.673 -7.485 1.240
C 1.275 -6.062 0.970
C 0.200 -5.748 0.152
C -0.147 -4.424 -0.057
N 0.521 -3.422 0.512
C 1.571 -3.706 1.290
C 1.972 -5.002 1.541
H 1.114 -8.178 0.612
H 1.482 -7.742 2.283
H 2.738 -7.633 1.055
H -0.377 -6.526 -0.330
H -0.976 -4.131 -0.687
H 2.097 -2.851 1.696
H 2.828 -5.178 2.179
*
```

Results
Frontier orbital gap   6.70 eV
HOMO   -4.43 eV
Electronic energy   -3209.507689 hartree

These are the natural (NBO) partial charges, in e, on atoms 1 to 6: number 1, Rh, carries 0.6218; number 2, C, carries -0.6879; number 3, C, carries 0.3683; number 4, N, carries -0.2771; number 5, N, carries -0.3633; number 6, C, carries -0.0677

(3)
DFT (ωB97M-V/def2-TZVPD) results for a structure of composition C30H24BrErN4O2S.

Geometry as ORCA input:
```
! RIJCOSX wB97M-V def2-TZVPD def2/J DEFGRID3
* xyz 0 4
Er -0.131 0.245 -0.135
O 1.427 1.095 0.985
C 1.667 2.109 1.746
C 2.893 2.811 1.647
C 3.174 3.880 2.461
C 2.257 4.315 3.429
C 1.060 3.653 3.544
C 0.735 2.566 2.716
C -0.554 1.945 2.874
N -1.060 1.037 2.123
C -2.406 0.589 2.447
C -3.258 0.614 1.181
N -2.605 -0.248 0.215
C -3.236 -1.278 -0.198
C -2.641 -2.353 -0.958
C -3.461 -3.239 -1.670
C -2.935 -4.309 -2.355
C -1.554 -4.528 -2.303
C -0.730 -3.695 -1.583
C -1.241 -2.577 -0.888
O -0.449 -1.812 -0.192
H 3.600 2.458 0.907
H 4.121 4.396 2.358
H 2.492 5.152 4.071
H 0.333 3.971 4.285
H -1.147 2.317 3.719
H -2.867 1.205 3.228
H -2.359 -0.444 2.803
H -3.299 1.636 0.794
H -4.278 0.283 1.411
H -4.293 -1.399 0.068
H -4.530 -3.057 -1.683
H -3.575 -4.979 -2.912
H -1.126 -5.371 -2.832
H 0.339 -3.862 -1.530
Br -0.864 3.105 -0.627
C -0.589 3.133 -2.539
C -0.568 4.366 -3.120
C -0.395 4.460 -4.514
C -0.266 3.320 -5.254
C -0.286 2.042 -4.646
C -0.146 0.872 -5.430
C -0.149 -0.350 -4.825
C -0.267 -0.451 -3.419
C -0.398 0.632 -2.571
C -0.437 1.906 -3.233
H -0.693 5.256 -2.519
H -0.376 5.434 -4.985
H -0.145 3.378 -6.330
H -0.044 0.974 -6.504
H -0.055 -1.254 -5.417
H -0.231 -1.454 -3.002
S 2.376 -1.482 -0.902
C 2.719 -0.267 -1.972
N 3.328 -0.557 -3.178
C 3.622 0.379 -4.102
C 3.349 1.680 -3.841
C 2.705 1.946 -2.611
N 2.376 1.031 -1.741
H 3.514 -1.536 -3.343
H 4.066 0.034 -5.025
H 3.563 2.461 -4.553
H 2.420 2.964 -2.361
*
```

Results
Frontier orbital gap (alpha / beta)   7.40 / 7.42 eV
HOMO (alpha / beta)   -7.56 / -7.58 eV
Electronic energy   -5514.518969 hartree
<S²>   3.752

These are the natural (NBO) partial charges, in e, on atoms 1 to 6: number 1, Er, carries 1.7833; number 2, O, carries -0.8183; number 3, C, carries 0.4194; number 4, C, carries -0.2521; number 5, C, carries -0.1758; number 6, C, carries -0.2920

(4)
DFT (ωB97M-V/def2-TZVPD) results for a structure of composition C30H24N2PPdS2.

Geometry as ORCA input:
```
! RIJCOSX wB97M-V def2-TZVPD def2/J DEFGRID3
* xyz 1 3
Pd 0.066 -1.167 -0.944
C -2.444 -3.173 -2.086
C -2.162 -3.139 -0.622
N -0.975 -2.925 -0.107
C -0.988 -3.005 1.278
C -2.214 -3.235 1.802
S -3.377 -3.403 0.557
C 1.492 -2.340 1.518
C 2.610 -3.072 1.240
S 4.121 -2.402 0.746
C 3.580 -0.776 0.319
N 2.450 -0.275 0.638
C 4.578 -0.012 -0.491
H -1.560 -2.847 -2.631
H -3.280 -2.527 -2.345
H -2.690 -4.189 -2.398
H -2.476 -3.341 2.841
H 2.619 -4.147 1.352
H 5.544 0.026 0.018
H 4.220 0.998 -0.666
H 4.735 -0.508 -1.450
C 2.235 4.983 -1.941
C 2.800 4.226 -0.922
C 2.224 3.024 -0.548
C 1.071 2.579 -1.196
C 0.496 3.346 -2.208
C 1.084 4.547 -2.578
P 0.343 1.016 -0.685
C -1.288 0.820 -1.489
C -1.220 0.461 -2.847
C -2.377 0.182 -3.561
C -3.609 0.239 -2.924
C -3.684 0.571 -1.578
C -2.536 0.864 -0.860
C 0.043 1.090 1.095
C -0.706 2.119 1.637
C -1.194 2.002 2.935
C -0.971 0.832 3.633
C -0.213 -0.223 3.111
C -0.058 -1.417 3.946
C 0.139 -2.665 3.527
C 0.297 -3.076 2.080
C 1.446 -0.942 1.336
C 0.387 -0.059 1.846
H 2.689 5.922 -2.229
H 3.689 4.578 -0.416
H 2.641 2.440 0.262
H -0.409 3.011 -2.697
H 0.637 5.145 -3.361
H -0.260 0.475 -3.353
H -2.315 -0.074 -4.610
H -4.514 0.027 -3.479
H -4.647 0.613 -1.085
H -2.604 1.122 0.189
H -0.929 2.996 1.039
H -1.767 2.803 3.381
H -1.383 0.721 4.629
H -0.172 -1.254 5.012
H 0.225 -3.452 4.267
H 0.563 -4.136 2.074
*
```

Results
Frontier orbital gap (alpha / beta)   6.91 / 7.48 eV
HOMO (alpha / beta)   -9.21 / -11.52 eV
Electronic energy   -2532.487896 hartree
<S²>   2.034

These are the natural (NBO) partial charges, in e, on atoms 1 to 6: number 1, Pd, carries 0.5147; number 2, C, carries -0.6637; number 3, C, carries 0.0887; number 4, N, carries -0.5648; number 5, C, carries 0.1490; number 6, C, carries -0.4318

(5)
DFT (ωB97M-V/def2-TZVPD) results for a structure of composition C30H24N4O4Pb in a non-equilibrium geometry.

Geometry as ORCA input:
```
! RIJCOSX wB97M-V def2-TZVPD def2/J DEFGRID3
* xyz 0 1
Pb 0.804 0.241 0.551
O -0.794 1.819 1.314
C -1.276 2.627 0.436
C -2.685 2.704 0.241
C -3.251 3.619 -0.608
C -2.455 4.518 -1.333
C -1.091 4.449 -1.201
C -0.471 3.510 -0.359
C 0.958 3.434 -0.410
N 1.689 2.493 0.061
C 3.119 2.488 -0.163
C 3.783 1.621 0.900
N 3.253 0.281 0.807
C 3.959 -0.741 1.112
C 3.522 -2.106 1.046
C 4.278 -3.080 1.715
C 3.908 -4.402 1.727
C 2.744 -4.788 1.049
C 1.987 -3.866 0.373
C 2.348 -2.492 0.322
O 1.657 -1.678 -0.408
H -3.291 2.004 0.803
H -4.328 3.651 -0.725
H -2.905 5.241 -1.999
H -0.462 5.119 -1.779
H 1.446 4.263 -0.940
H 3.536 3.500 -0.134
H 3.329 2.061 -1.150
H 3.545 2.042 1.883
H 4.870 1.636 0.772
H 4.991 -0.589 1.453
H 5.172 -2.773 2.248
H 4.499 -5.134 2.261
H 2.440 -5.828 1.060
H 1.086 -4.151 -0.156
O 0.632 -1.000 2.499
C -0.487 -1.128 3.111
C -0.520 -0.929 4.524
C -1.623 -1.218 5.270
C -2.784 -1.724 4.651
C -2.808 -1.889 3.294
C -1.710 -1.553 2.472
C -1.956 -1.574 1.072
N -1.233 -1.033 0.139
N -1.714 -0.913 -1.067
C -1.059 -0.125 -1.931
O -0.118 0.656 -1.633
C -1.585 -0.131 -3.317
C -2.534 -1.058 -3.737
C -2.963 -1.055 -5.053
C -2.459 -0.125 -5.952
C -1.523 0.811 -5.532
C -1.084 0.805 -4.219
H 0.394 -0.568 4.977
H -1.610 -1.072 6.343
H -3.662 -1.957 5.238
H -3.711 -2.257 2.818
H -2.896 -2.032 0.757
H -2.923 -1.772 -3.025
H -3.696 -1.779 -5.386
H -2.797 -0.130 -6.981
H -1.137 1.539 -6.234
H -0.352 1.520 -3.870
*
```

Results
Frontier orbital gap   4.98 eV
HOMO   -7.23 eV
Electronic energy   -1870.371034 hartree

These are the natural (NBO) partial charges, in e, on atoms 1 to 6: number 1, Pb, carries 1.9882; number 2, O, carries -0.7276; number 3, C, carries 0.4058; number 4, C, carries -0.2403; number 5, C, carries -0.1685; number 6, C, carries -0.2758

(6)
DFT (ωB97M-V/def2-TZVPD) results for a structure of composition C30H24N5O2Re.

Geometry as ORCA input:
```
! RIJCOSX wB97M-V def2-TZVPD def2/J DEFGRID3
* xyz 3 4
Re -0.790 -0.023 0.780
C 3.423 -0.222 -0.311
C 2.032 -0.218 -0.309
N 1.316 -0.126 0.818
C 1.960 -0.042 2.024
C 3.357 -0.059 2.095
C 4.085 -0.150 0.892
C 3.961 0.019 3.379
C 3.184 0.112 4.509
C 1.787 0.137 4.432
C 1.150 0.067 3.198
N -0.200 0.073 2.921
C -1.250 0.111 3.781
C -1.439 0.160 5.193
C -2.738 0.173 5.645
C -3.905 0.134 4.813
C -3.779 0.070 3.440
C -4.854 0.029 2.419
C -4.880 0.009 1.069
C -3.902 0.008 -0.160
N -2.216 -0.023 1.741
C -2.453 0.061 3.026
H 3.951 -0.293 -1.251
H 1.472 -0.292 -1.237
H 5.168 -0.163 0.921
H 5.041 0.007 3.456
H 3.655 0.171 5.480
H 1.226 0.216 5.348
H -0.639 0.186 5.913
H -2.901 0.215 6.715
H -4.881 0.152 5.281
H -5.842 0.031 2.867
H -5.903 0.001 0.709
H -4.604 0.004 -1.001
O -5.524 4.548 -1.093
C -4.188 4.845 -1.400
C -3.355 3.642 -1.067
C -1.961 3.696 -1.133
C -1.237 2.581 -0.813
N -1.823 1.410 -0.453
C -3.179 1.329 -0.421
C -3.949 2.437 -0.715
C -3.147 -1.290 -0.438
C -3.899 -2.425 -0.665
C -3.297 -3.618 -1.044
C -4.124 -4.843 -1.309
O -5.458 -4.548 -0.988
C -1.910 -3.639 -1.199
C -1.200 -2.501 -0.937
N -1.791 -1.335 -0.556
H -6.093 5.279 -1.364
H -3.806 5.701 -0.832
H -4.040 5.058 -2.466
H -1.446 4.602 -1.425
H -0.154 2.585 -0.839
H -5.029 2.368 -0.688
H -4.976 -2.387 -0.573
H -3.720 -5.666 -0.710
H -4.001 -5.104 -2.367
H -6.019 -5.304 -1.207
H -1.386 -4.532 -1.514
H -0.122 -2.478 -1.035
*
```

Results
Frontier orbital gap (alpha / beta)   6.18 / 5.43 eV
HOMO (alpha / beta)   -16.33 / -17.13 eV
Electronic energy   -1659.123050 hartree
<S²>   3.885

These are the natural (NBO) partial charges, in e, on atoms 1 to 6: number 1, Re, carries 1.6649; number 2, C, carries -0.2390; number 3, C, carries 0.1033; number 4, N, carries -0.5611; number 5, C, carries 0.2629; number 6, C, carries -0.1182

(7)
DFT (ωB97M-V/def2-TZVPD) results for a structure of composition C30H25AuNO4Te.

Geometry as ORCA input:
```
! RIJCOSX wB97M-V def2-TZVPD def2/J DEFGRID3
* xyz -1 1
Au 0.802 -0.493 -0.791
C -5.247 -1.156 -4.591
C -4.126 -1.216 -3.585
C -3.584 -2.418 -3.162
C -2.525 -2.474 -2.266
C -1.960 -3.809 -1.937
O -0.776 -4.059 -1.911
C -2.942 -4.927 -1.661
C -4.206 -4.689 -1.129
C -5.050 -5.749 -0.830
C -4.645 -7.053 -1.077
C -3.386 -7.296 -1.613
C -2.536 -6.238 -1.893
C -1.957 -1.294 -1.692
O -1.027 -1.433 -0.815
C -2.568 -0.047 -2.089
C -3.598 -0.060 -3.029
C -2.156 1.261 -1.535
N -1.245 1.334 -0.657
C -0.795 2.554 -0.036
C -1.012 2.486 1.475
Te -0.651 0.564 2.352
C -2.516 -0.308 1.888
C -2.573 -1.700 1.875
C -3.750 -2.360 1.559
C -4.891 -1.639 1.227
C -4.838 -0.253 1.226
C -3.662 0.407 1.562
C -2.869 2.493 -2.027
C -2.282 3.318 -2.980
C -2.921 4.478 -3.395
C -4.153 4.826 -2.859
C -4.744 4.007 -1.907
C -4.106 2.845 -1.496
H -5.541 -2.158 -4.904
H -4.955 -0.602 -5.487
H -6.133 -0.664 -4.180
H -3.982 -3.347 -3.559
H -4.518 -3.669 -0.943
H -6.027 -5.556 -0.403
H -5.307 -7.880 -0.851
H -3.067 -8.313 -1.806
H -1.542 -6.405 -2.286
H -4.025 0.887 -3.336
H -1.272 3.465 -0.423
H 0.278 2.618 -0.217
H -2.029 2.768 1.746
H -0.333 3.164 1.991
H -1.678 -2.278 2.072
H -3.767 -3.443 1.545
H -5.807 -2.152 0.961
H -5.719 0.322 0.962
H -3.649 1.489 1.556
H -1.317 3.046 -3.391
H -2.454 5.114 -4.138
H -4.650 5.732 -3.181
H -5.705 4.272 -1.484
H -4.568 2.193 -0.763
O 2.348 1.676 0.984
C 3.055 1.096 0.169
O 2.727 0.230 -0.716
H 4.142 1.307 0.150
*
```

Results
Frontier orbital gap   6.85 eV
HOMO   -4.31 eV
Electronic energy   -1917.693481 hartree

These are the natural (NBO) partial charges, in e, on atoms 1 to 6: number 1, Au, carries 0.6410; number 2, C, carries -0.6148; number 3, C, carries -0.1085; number 4, C, carries -0.1500; number 5, C, carries -0.2816; number 6, C, carries 0.5515

Computed relative energy (zero: lowest compared OMol25 entry of this formula, charge and spin) (kcal/mol) in order:
9.8 4.2 0.0 2.2 26.9 0.0 0.0